No. 1
2 unconnected molecules or ions with the total composition C6H16O in a non-equilibrium geometry, computed with the ωB97M-V functional and the def2-TZVPD basis.

```
23
Properties=species:S:1:pos:R:3
C -0.689 -1.540 -1.938
C 0.427 -0.834 -1.121
C -0.082 0.204 -0.136
C -0.774 1.341 -0.894
C 1.127 0.794 0.597
C 0.799 1.657 1.797
H -1.329 -0.806 -2.422
H -1.333 -2.043 -1.209
H -0.217 -2.295 -2.555
H 0.900 -1.652 -0.570
H 1.127 -0.374 -1.820
H -0.785 -0.140 0.617
H -1.603 1.019 -1.516
H -1.171 2.143 -0.267
H -0.090 1.791 -1.626
H 1.818 1.278 -0.094
H 1.712 -0.064 0.967
H 0.226 2.539 1.487
H 1.661 2.081 2.318
H 0.193 1.181 2.571
H -0.157 -1.492 2.015
H -1.273 -2.474 2.174
O -0.488 -2.315 1.625
```

## Properties
* maximum force: 1.9 eV/Å
* orbital gap: 11.5 eV
* energy above the lowest of the compared OMol25 structures with the same formula, charge and spin: 6.80 kcal per mole
* total charge: 0
* SMILES string: CCC(C)CC.O

---

No. 2
A molecular structure, C59H73ClFFeN5O5PS2 in a non-equilibrium geometry, computed with the ωB97M-V functional and the def2-TZVPD basis.

```
148
Properties=species:S:1:pos:R:3
Fe -1.014 0.552 0.815
Cl -6.201 -0.031 5.845
C -4.762 0.048 4.868
C -3.505 -0.177 5.478
C -2.360 -0.128 4.745
C -2.370 0.156 3.337
O -1.265 0.217 2.718
C -3.657 0.368 2.745
C -3.828 0.585 1.355
O -2.954 0.581 0.470
C -4.832 0.317 3.540
H -3.469 -0.382 6.541
H -1.392 -0.283 5.206
H -4.862 0.766 1.026
H -5.794 0.488 3.068
S -1.267 2.938 0.897
C -0.369 4.140 1.655
N -0.319 5.407 1.194
C 0.593 6.370 1.807
C 1.899 5.657 2.049
N 1.625 4.582 2.983
C 2.686 4.229 3.921
C 3.826 3.547 3.208
C 5.052 4.182 3.049
C 6.094 3.545 2.386
C 5.911 2.266 1.880
C 4.685 1.627 2.033
C 3.645 2.264 2.688
C 0.506 3.842 2.873
S 0.038 2.679 3.923
C -1.088 5.902 0.051
C -0.177 6.446 -1.021
C -0.360 7.721 -1.540
C 0.477 8.200 -2.541
C 1.513 7.412 -3.017
C 1.714 6.142 -2.486
C 0.874 5.665 -1.494
H 0.179 6.751 2.745
H 0.720 7.198 1.113
H 2.635 6.319 2.502
H 2.310 5.288 1.104
H 2.246 3.575 4.665
H 3.026 5.142 4.416
H 5.199 5.177 3.457
H 7.047 4.047 2.271
H 6.724 1.765 1.367
H 4.530 0.628 1.643
H 2.690 1.757 2.795
H -1.784 6.673 0.391
H -1.671 5.067 -0.318
H -1.171 8.340 -1.169
H 0.320 9.194 -2.943
H 2.168 7.786 -3.793
H 2.529 5.524 -2.847
H 1.038 4.682 -1.072
C 4.415 -4.447 1.619
C 3.023 -5.045 1.687
N 1.935 -4.078 1.491
C 2.165 -2.746 1.501
C 1.236 -1.773 1.300
C 1.759 -0.342 1.370
O 2.960 -0.207 1.635
O 0.940 0.587 1.143
C -0.107 -2.158 1.028
O -1.049 -1.423 0.760
C -0.381 -3.596 1.088
C -1.689 -4.036 0.913
C -1.978 -5.369 0.971
F -3.246 -5.768 0.753
C -0.994 -6.323 1.236
C 0.308 -5.888 1.407
C 0.638 -4.530 1.315
N -1.259 -7.717 1.371
C -2.598 -8.171 1.732
C -2.503 -9.668 2.093
N -1.064 -9.973 2.393
C -0.244 -9.905 1.133
C -0.654 -8.616 0.394
H 5.137 -5.263 1.654
H 4.626 -3.785 2.459
H 4.572 -3.896 0.691
H 2.879 -5.537 2.653
H 2.923 -5.804 0.909
H 3.176 -2.409 1.686
H -2.469 -3.310 0.718
H 1.061 -6.621 1.662
H -3.327 -8.059 0.928
H -2.947 -7.594 2.586
H -2.786 -10.314 1.265
H -3.106 -9.926 2.960
H -0.949 -10.865 2.867
H -0.723 -9.227 3.002
H -0.454 -10.803 0.557
H 0.802 -9.905 1.432
H -1.352 -8.847 -0.421
H 0.221 -8.155 -0.051
C -3.034 3.417 -4.346
C -2.005 4.133 -3.477
C -1.008 3.136 -2.849
C -1.605 1.724 -2.718
C -3.076 1.890 -2.311
C -3.880 2.463 -3.490
P -0.653 0.618 -1.576
C -1.018 -1.077 -2.261
C -0.811 -1.315 -3.787
C -2.084 -1.776 -4.496
C -2.641 -3.064 -3.883
C -2.575 -3.025 -2.341
C -2.402 -1.593 -1.839
C 1.153 0.869 -1.954
C 1.713 2.178 -1.369
C 3.226 2.040 -1.154
C 3.883 1.248 -2.298
C 3.059 1.377 -3.576
C 1.672 0.729 -3.402
H -2.510 2.859 -5.129
H -3.674 4.133 -4.863
H -2.531 4.684 -2.689
H -1.461 4.882 -4.056
H -0.735 3.481 -1.856
H -0.089 3.109 -3.438
H -1.578 1.246 -3.705
H -3.110 2.575 -1.458
H -3.522 0.964 -1.951
H -4.754 2.995 -3.100
H -4.265 1.650 -4.112
H -0.290 -1.694 -1.720
H -0.037 -2.078 -3.927
H -0.441 -0.428 -4.288
H -1.878 -1.921 -5.558
H -2.835 -0.983 -4.440
H -2.077 -3.921 -4.262
H -3.672 -3.205 -4.213
H -1.724 -3.619 -1.983
H -3.472 -3.478 -1.908
H -2.514 -1.529 -0.759
H -3.192 -0.970 -2.268
H 1.598 0.058 -1.362
H 1.229 2.435 -0.428
H 1.515 2.981 -2.079
H 3.399 1.541 -0.199
H 3.674 3.037 -1.080
H 3.957 0.188 -2.029
H 4.907 1.591 -2.463
H 3.570 0.915 -4.423
H 2.951 2.438 -3.825
H 1.745 -0.327 -3.662
H 0.974 1.180 -4.113
```

## Properties
* maximum force: 1.6 eV/Å
* orbital gap: 5.3 eV
* energy above the lowest of the compared OMol25 structures with the same formula, charge and spin: 0.00 kcal per mole
* total charge: +1

---

No. 3
A molecular structure, C36H30As2F12HgN6O12 in a non-equilibrium geometry, computed with the ωB97M-V functional and the def2-TZVPD basis.

```
99
Properties=species:S:1:pos:R:3
Hg 0.070 0.634 -0.164
As -4.685 2.077 3.379
F -5.132 0.551 2.617
F -5.309 2.959 1.929
F -4.305 3.576 4.228
F -4.022 1.044 4.732
F -3.115 2.024 2.450
F -6.288 2.042 4.187
As 1.655 0.748 -6.330
F -0.111 1.004 -6.592
F 2.036 0.808 -8.105
F 3.368 0.555 -6.000
F 1.260 0.598 -4.598
F 1.455 -1.028 -6.377
F 1.777 2.548 -5.987
C -7.530 2.207 -7.453
C -6.970 3.510 -7.433
C -6.010 3.803 -6.504
C -5.515 2.830 -5.607
C -6.023 1.497 -5.704
C -7.099 1.221 -6.571
N -4.442 3.187 -4.629
O -4.118 4.382 -4.522
O -3.952 2.298 -3.919
H -8.292 2.100 -8.211
H -7.424 4.259 -8.065
H -5.615 4.806 -6.572
H -5.659 0.664 -5.121
H -7.461 0.205 -6.624
C 3.709 10.005 -1.110
C 2.975 10.143 0.038
C 1.942 9.250 0.304
C 1.775 8.136 -0.528
C 2.593 7.979 -1.675
C 3.558 8.923 -1.973
N 0.837 7.039 -0.247
O -0.013 7.163 0.590
O 1.092 5.925 -0.672
H 4.536 10.670 -1.310
H 3.185 10.972 0.698
H 1.321 9.368 1.179
H 2.504 7.005 -2.134
H 4.219 8.863 -2.825
C -6.576 -5.485 -4.868
C -6.570 -5.266 -3.509
C -5.367 -4.796 -2.895
C -4.263 -4.521 -3.692
C -4.261 -4.761 -5.054
C -5.420 -5.331 -5.643
N -3.070 -4.059 -3.012
O -1.964 -4.404 -3.368
O -3.170 -3.172 -2.184
H -7.468 -5.901 -5.314
H -7.464 -5.442 -2.930
H -5.383 -4.694 -1.820
H -3.396 -4.456 -5.625
H -5.451 -5.566 -6.696
C 5.484 0.545 8.379
C 5.609 -0.024 7.073
C 4.850 0.500 6.019
C 3.888 1.461 6.248
C 3.746 1.972 7.560
C 4.567 1.528 8.575
N 2.937 1.910 5.180
O 3.051 1.457 4.067
O 2.139 2.782 5.403
H 6.134 0.213 9.175
H 6.267 -0.863 6.898
H 4.987 0.051 5.046
H 3.014 2.745 7.746
H 4.428 1.937 9.565
C 7.464 -5.262 -2.988
C 6.762 -4.042 -3.186
C 5.757 -3.625 -2.309
C 5.511 -4.374 -1.144
C 6.286 -5.553 -0.996
C 7.265 -5.984 -1.847
N 4.572 -3.825 -0.134
O 4.605 -4.218 1.027
O 3.766 -2.981 -0.461
H 8.297 -5.501 -3.633
H 7.121 -3.423 -3.994
H 5.341 -2.638 -2.444
H 6.064 -6.280 -0.228
H 7.850 -6.881 -1.710
C 0.309 -5.138 8.794
C 0.597 -3.857 8.506
C 0.066 -3.312 7.361
C -0.707 -4.093 6.532
C -1.035 -5.411 6.905
C -0.536 -5.941 8.067
N -1.034 -3.643 5.177
O -0.371 -2.671 4.701
O -1.840 -4.162 4.422
H 0.779 -5.593 9.653
H 1.326 -3.330 9.104
H 0.157 -2.259 7.135
H -1.641 -5.972 6.209
H -0.785 -6.941 8.389
```

## Properties
* maximum force: 4.2 eV/Å
* orbital gap: 1.5 eV
* energy above the lowest of the compared OMol25 structures with the same formula, charge and spin: 246.71 kcal per mole
* total charge: 0

---

No. 4
A molecular structure, C37H27F6N10O13RbS3 in a non-equilibrium geometry, computed with the ωB97M-V functional and the def2-TZVPD basis.

```
97
Properties=species:S:1:pos:R:3
Rb -0.906 0.181 -0.133
F -6.320 1.086 -1.546
C -5.535 0.050 -1.222
F -4.885 -0.331 -2.310
F -6.327 -0.944 -0.806
S -4.388 0.598 0.133
O -3.593 1.627 -0.459
O -5.277 0.917 1.210
N -3.415 -0.590 0.503
S -3.429 -2.137 0.341
O -2.132 -2.617 0.716
O -4.029 -2.622 -0.865
C -4.577 -2.772 1.688
F -5.407 -1.817 2.101
F -3.884 -3.207 2.746
F -5.314 -3.796 1.241
C 2.696 4.524 4.070
O 1.404 3.993 4.294
C 0.926 2.943 3.537
O -0.128 2.457 3.855
N 1.723 2.599 2.497
N 1.301 1.661 1.541
H 2.886 5.208 4.895
H 2.749 5.089 3.133
H 3.462 3.744 4.071
H 2.426 3.253 2.198
H 2.083 1.046 1.358
H 1.076 2.143 0.670
C 0.733 5.544 -0.822
C 0.492 5.754 -2.174
C -0.182 4.764 -2.872
C -0.577 3.577 -2.240
C -0.306 3.276 -0.881
C 0.340 4.348 -0.230
C -1.358 2.618 -3.073
C -2.289 3.111 -4.047
C -3.017 2.251 -4.806
C -2.855 0.854 -4.629
C -3.571 -0.127 -5.347
C -3.379 -1.457 -5.089
C -2.466 -1.862 -4.094
C -1.765 -0.926 -3.387
C -1.929 0.455 -3.641
N -1.207 1.329 -2.892
H 1.233 6.307 -0.230
H 0.816 6.662 -2.669
H -0.377 4.911 -3.932
H 0.556 4.259 0.838
H -2.428 4.179 -4.140
H -3.738 2.618 -5.529
H -4.284 0.193 -6.100
H -3.939 -2.204 -5.640
H -2.328 -2.913 -3.877
H -1.057 -1.225 -2.627
N 0.411 -3.519 3.295
C 1.717 -4.000 3.438
C 2.031 -4.986 4.361
C 3.332 -5.469 4.450
C 4.325 -4.934 3.647
C 4.016 -3.919 2.749
C 2.711 -3.469 2.614
S 2.262 -2.278 1.399
N 0.901 -1.537 2.108
C 0.179 -2.196 2.915
C -0.993 -1.509 3.539
C -1.609 -1.992 4.691
C -2.690 -1.294 5.211
C -3.106 -0.139 4.579
C -2.411 0.277 3.449
N -1.389 -0.390 2.944
H -0.268 -3.921 3.916
H 1.251 -5.389 4.997
H 3.565 -6.255 5.156
H 5.342 -5.297 3.719
H 4.789 -3.482 2.128
H -1.267 -2.882 5.204
H -3.195 -1.658 6.097
H -3.947 0.438 4.938
H -2.688 1.188 2.933
O 6.966 -0.271 -4.713
N 5.895 -0.858 -4.809
O 5.642 -1.636 -5.721
C 4.922 -0.679 -3.778
C 5.205 0.145 -2.696
C 4.282 0.309 -1.692
C 2.940 -0.286 -1.705
O 2.041 -0.033 -0.918
C 2.794 -1.209 -2.840
C 3.712 -1.371 -3.838
N 1.595 -2.031 -2.953
O 0.942 -2.259 -1.954
O 1.314 -2.489 -4.055
N 4.722 1.131 -0.576
O 5.761 1.776 -0.702
O 4.042 1.187 0.430
H 6.156 0.647 -2.629
H 3.500 -2.040 -4.657
```

## Properties
* maximum force: 1.3 eV/Å
* orbital gap: 5.3 eV
* energy above the lowest of the compared OMol25 structures with the same formula, charge and spin: 17.60 kcal per mole
* total charge: -2

---

No. 5
C4H14N4 in the gas phase in a non-equilibrium geometry, computed with the ωB97M-V functional and the def2-TZVPD basis.

```
22
Properties=species:S:1:pos:R:3
C -0.045 -0.949 -0.020
C -0.715 0.386 -0.543
C -0.034 -0.842 1.644
C 0.892 2.144 0.411
N -0.432 1.556 0.294
N 1.305 -1.171 -0.486
N -0.746 -2.144 -0.457
N -0.361 0.666 -1.911
H -0.972 1.572 1.153
H -1.808 0.271 -0.506
H -1.756 -2.040 -0.390
H -0.530 -2.906 0.184
H 1.426 -0.670 -1.372
H 1.352 -2.139 -0.801
H -0.206 1.639 -2.156
H -1.083 0.358 -2.560
H 0.324 0.026 2.203
H -1.028 -1.122 2.003
H 0.689 -1.601 1.961
H 1.497 2.050 -0.494
H 1.443 1.697 1.242
H 0.788 3.219 0.598
```

## Properties
* maximum force: 2.2 eV/Å
* orbital gap: 9.4 eV
* energy above the lowest of the compared OMol25 structures with the same formula, charge and spin: 27.99 kcal per mole
* total charge: 0
* SMILES string: CN[C@@H](N)C(C)(N)N